The following is a quantum chemistry calculation of a molecular structure, C34H97AsF6N9O12 in a non-equilibrium geometry, from OMol25.

Computed properties:
* LUMO energy: -9.5 eV
* HOMO-LUMO gap: 0.78 eV
* total energy: -5580.58495 hartree
* charge: +7

Last column: Löwdin charge in e.
Geometry (Å):
C  26.53  20.53  9.49  -0.029
C  25.55  21.71  9.19  -0.262
C  25.63  22.98  9.99  -0.187
O  26.93  23.54  9.87  -0.181
C  27.68  23.30  11.04  -0.085
N  26.01  22.13  7.78  0.218
H  25.30  22.41  7.12  0.169
H  26.73  22.83  7.93  0.157
H  26.47  21.37  7.26  0.167
H  26.21  19.67  8.90  0.089
H  26.47  20.22  10.51  0.084
H  27.58  20.81  9.23  0.109
H  24.53  21.35  9.14  0.155
H  25.38  22.70  11.03  0.146
H  24.84  23.66  9.70  0.138
H  27.31  23.72  11.99  0.112
H  28.69  23.72  10.78  0.124
H  27.88  22.23  11.13  0.074
C  16.65  2.38  29.70  -0.221
C  17.28  2.73  28.40  -0.330
C  14.34  13.99  27.31  0.090
O  14.51  12.74  27.28  -0.082
C  14.92  12.02  28.41  0.006
N  18.82  2.53  28.27  0.056
H  19.10  2.22  29.20  0.117
H  19.16  1.87  27.62  0.098
H  19.33  3.45  28.18  0.142
H  16.60  3.33  30.28  0.046
H  17.44  1.81  30.20  0.050
H  15.70  1.97  29.57  0.034
H  16.74  2.83  27.45  0.008
H  14.04  14.39  26.34  0.108
H  14.57  14.68  28.09  0.093
H  15.62  11.32  27.98  0.114
H  14.05  11.58  28.83  0.102
H  15.43  12.78  28.98  0.102
C  15.70  22.69  15.22  -0.050
C  15.70  21.20  15.65  -0.320
C  15.47  21.23  17.16  -0.255
O  14.37  21.54  17.74  -0.115
C  14.28  21.89  19.10  -0.023
N  14.75  20.47  14.72  0.173
H  14.26  21.16  14.17  0.122
H  15.11  19.66  14.12  0.127
H  14.08  19.89  15.30  0.175
H  16.27  23.17  16.01  0.086
H  14.74  23.11  15.46  0.071
H  16.08  22.95  14.20  0.099
H  16.62  20.63  15.60  0.106
H  16.34  21.01  17.69  0.019
H  16.52  19.45  17.40  0.231
H  14.67  22.95  19.11  0.122
H  14.87  21.16  19.64  0.106
H  13.32  22.02  19.44  0.060
C  5.86  22.88  13.90  -0.019
C  6.19  22.14  12.57  -0.237
C  4.94  22.12  11.58  -0.213
O  4.98  20.90  10.95  -0.198
C  3.83  20.59  10.16  -0.046
N  7.33  22.83  11.78  0.253
H  7.13  23.82  11.76  0.174
H  8.18  22.62  12.20  0.136
H  7.41  22.48  10.85  0.154
H  5.24  22.24  14.56  0.116
H  5.33  23.75  13.70  0.065
H  6.79  23.08  14.45  0.091
H  6.40  21.08  12.73  0.151
H  5.06  22.92  10.80  0.141
H  4.05  22.41  12.19  0.147
H  3.32  19.80  10.67  0.093
H  4.17  20.28  9.15  0.107
H  3.32  21.51  9.99  0.085
C  5.81  5.81  19.81  -0.029
C  6.61  5.33  21.03  -0.272
C  7.60  6.46  21.44  -0.207
O  7.93  6.32  22.77  -0.232
C  9.29  6.14  23.33  -0.011
N  5.69  5.05  22.21  0.243
H  6.02  5.48  23.05  0.145
H  4.79  5.46  21.95  0.168
H  5.51  4.10  22.51  0.178
H  6.35  6.58  19.24  0.101
H  5.07  6.43  20.25  0.075
H  5.36  5.03  19.25  0.087
H  7.10  4.36  20.72  0.172
H  7.06  7.41  21.40  0.138
H  8.50  6.44  20.82  0.142
H  9.72  7.14  23.63  0.100
H  9.89  5.66  22.53  0.089
H  9.33  5.49  24.27  0.114
C  27.18  10.32  11.60  -0.014
C  27.31  8.92  10.93  -0.286
C  26.47  7.86  11.59  -0.245
O  26.75  6.68  10.95  -0.198
C  25.86  5.61  11.23  -0.056
N  26.88  9.01  9.47  0.239
H  26.71  8.04  9.23  0.160
H  25.99  9.52  9.39  0.182
H  27.54  9.47  8.89  0.156
H  27.67  10.09  12.54  0.091
H  26.14  10.57  11.82  0.098
H  27.80  11.05  11.11  0.082
H  28.36  8.55  10.92  0.179
H  25.37  8.06  11.56  0.147
H  26.67  7.79  12.65  0.146
H  26.54  4.89  11.70  0.102
H  25.38  5.24  10.29  0.112
H  25.06  5.88  11.97  0.103
C  10.56  16.40  5.38  0.024
C  12.03  16.36  5.25  -0.339
O  12.73  16.73  4.37  0.214
N  12.76  15.52  6.45  0.075
H  13.76  15.41  6.22  0.178
H  12.88  16.15  7.24  0.166
C  12.14  14.19  6.82  0.002
H  10.30  17.07  6.20  0.108
H  10.03  15.42  5.65  0.120
H  10.31  16.84  4.42  0.119
H  12.60  13.75  7.68  0.097
H  12.45  13.53  6.05  0.093
H  11.05  14.26  6.85  0.091
C  28.19  12.45  28.81  0.051
C  28.33  13.61  29.96  0.098
O  28.23  14.43  30.77  0.272
N  28.52  22.78  26.94  0.146
H  29.07  23.64  26.91  0.146
H  27.80  22.54  26.29  0.131
C  28.75  21.94  27.96  0.132
H  27.99  11.62  29.25  0.003
H  28.94  12.53  28.01  0.099
H  27.25  12.29  28.13  0.142
H  29.33  22.27  28.83  0.115
H  28.24  20.97  27.92  0.106
H  18.58  18.99  26.85  -0.389
C  13.35  5.65  11.25  0.042
C  11.90  5.57  10.77  -0.318
O  11.08  4.81  10.49  0.229
N  11.45  7.09  10.36  0.070
H  11.97  7.79  10.83  0.132
H  11.75  7.16  9.37  0.181
C  9.94  7.33  10.60  0.039
H  13.70  4.62  11.38  0.109
H  13.30  6.13  12.24  0.110
H  14.05  6.25  10.67  0.103
H  9.36  6.45  10.61  0.078
H  9.58  7.87  9.70  0.114
H  9.95  7.92  11.53  0.108
As  16.67  17.30  15.77  0.876
F  15.52  16.02  15.65  -0.407
F  17.19  16.84  17.41  -0.415
F  18.08  18.41  15.64  -0.459
F  15.93  18.14  14.35  -0.443
F  15.46  18.25  16.71  -0.399
F  22.69  18.32  18.15  -0.216
O  20.05  16.11  19.27  0.259
C  20.09  14.94  19.58  -0.185
O  19.98  13.86  19.96  0.045
O  19.06  13.29  19.24  -0.141
H  22.31  19.34  18.19  0.217